Record 1
{
  "formula": "C5H11BO3S",
  "method": "wB97M-V/def2-TZVPD",
  "e_tot_ha": -845.8567,
  "total_charge": 0,
  "homo_energy_ev": -7.9,
  "smiles": "CCB(O)O.CSC#CO",
  "relative_energy_kcal_mol": 7.47,
  "species": ["C", "C", "B", "O", "O", "H", "H", "H", "H", "H", "H", "H", "C", "S", "C", "C", "O", "H", "H", "H", "H"],
  "coordinates": [[0.20, 0.22, -1.36], [0.97, 0.09, 0.01], [2.17, -0.86, -0.22], [1.92, -2.28, -0.37], [3.36, -0.38, -0.05], [-0.08, -0.80, -1.71], [0.77, 0.90, -1.94], [-0.79, 0.57, -1.13], [0.15, -0.32, 0.54], [1.11, 1.14, 0.30], [2.66, -2.90, -0.39], [4.07, -0.97, -0.08], [-2.92, 1.02, 0.62], [-3.40, -0.23, -0.63], [-2.13, -1.37, -0.40], [-1.52, -2.39, -0.19], [-0.64, -3.33, -0.20], [-3.74, 1.74, 0.64], [-2.01, 1.52, 0.31], [-2.78, 0.56, 1.61], [0.36, -2.94, -0.29]]
}

Record 2
{
  "formula": "C4H8S2",
  "method": "wB97M-V/def2-TZVPD",
  "e_tot_ha": -953.4334,
  "total_charge": 0,
  "homo_energy_ev": -8.6,
  "relative_energy_kcal_mol": 96.18,
  "species": ["C", "C", "C", "C", "H", "H", "H", "H", "H", "H", "H", "H", "S", "S"],
  "coordinates": [[-0.46, 0.34, 0.46], [-0.01, -0.92, 0.57], [0.80, -1.28, -0.62], [0.59, 1.55, -0.07], [-2.98, 1.19, -0.25], [-0.92, 0.77, 1.40], [-1.02, -1.58, 0.70], [0.82, -1.20, 1.40], [0.16, -1.19, -1.51], [1.46, -2.22, -0.37], [1.28, 2.18, 0.73], [0.16, 2.10, -0.98], [-1.81, 0.04, -0.79], [1.93, 0.22, -0.66]]
}

Record 3
{
  "formula": "C5H12N2",
  "method": "wB97M-V/def2-TZVPD",
  "e_tot_ha": -307.1578,
  "total_charge": 0,
  "homo_energy_ev": -9.4,
  "smiles": "C=NCC[C@@H](C)N",
  "relative_energy_kcal_mol": 44.92,
  "species": ["C", "N", "C", "C", "C", "C", "N", "H", "H", "H", "H", "H", "H", "H", "H", "H", "H", "H", "H"],
  "coordinates": [[-2.88, 0.01, -0.17], [-2.08, -0.17, 0.78], [-0.92, -1.08, 0.68], [0.31, -0.17, 1.02], [0.87, 0.31, -0.34], [1.72, 1.58, -0.51], [1.63, -0.78, -1.00], [-3.81, 0.55, -0.10], [-2.81, -0.48, -1.17], [-0.91, -1.45, -0.34], [-1.07, -1.89, 1.38], [0.77, -0.67, 1.90], [-0.11, 0.69, 1.56], [-0.03, 0.53, -0.92], [1.84, 1.71, -1.59], [2.66, 1.49, 0.05], [1.23, 2.45, -0.07], [1.14, -1.65, -0.81], [2.42, -0.97, -0.38]]
}

Record 4
{
  "formula": "C21H23AuN5OS2Se",
  "method": "wB97M-V/def2-TZVPD",
  "e_tot_ha": -4496.7089,
  "total_charge": -1,
  "homo_energy_ev": -4.3,
  "relative_energy_kcal_mol": 7.42,
  "species": ["Au", "C", "C", "N", "C", "C", "C", "S", "N", "C", "O", "C", "C", "C", "C", "C", "C", "H", "H", "H", "H", "H", "H", "H", "H", "H", "H", "H", "H", "H", "H", "H", "C", "N", "C", "Se", "N", "C", "C", "C", "C", "C", "C", "H", "H", "H", "H", "H", "H", "H", "H", "S", "C", "N"],
  "coordinates": [[-0.19, 3.31, -0.79], [-0.89, -1.48, 3.23], [-1.66, -0.17, 3.14], [-0.81, 0.93, 2.76], [-0.43, 1.85, 3.81], [-1.54, 2.84, 4.14], [-0.42, 1.06, 1.47], [0.70, 2.33, 1.13], [-0.90, 0.16, 0.65], [-0.75, 0.17, -0.69], [-0.07, 0.94, -1.37], [-1.54, -0.91, -1.36], [-2.11, -1.94, -0.62], [-2.88, -2.90, -1.24], [-3.06, -2.86, -2.62], [-2.47, -1.86, -3.36], [-1.71, -0.89, -2.74], [-1.56, -2.31, 3.46], [-0.11, -1.43, 3.99], [-0.41, -1.68, 2.27], [-2.11, 0.06, 4.11], [-2.46, -0.27, 2.40], [0.45, 2.41, 3.48], [-0.16, 1.27, 4.70], [-1.74, 3.47, 3.28], [-1.23, 3.48, 4.97], [-2.46, 2.33, 4.41], [-1.96, -1.95, 0.45], [-3.34, -3.68, -0.65], [-3.68, -3.61, -3.10], [-2.62, -1.82, -4.43], [-1.27, -0.08, -3.30], [1.88, 0.12, -3.62], [2.42, 0.18, -2.30], [2.65, 1.32, -1.60], [2.69, 3.00, -2.24], [3.03, 0.98, -0.34], [2.98, -0.38, -0.20], [3.27, -1.22, 0.86], [3.18, -2.58, 0.63], [2.79, -3.09, -0.60], [2.49, -2.26, -1.67], [2.60, -0.89, -1.46], [1.71, 1.14, -3.96], [0.93, -0.41, -3.60], [2.57, -0.38, -4.30], [2.99, 1.66, 0.42], [3.57, -0.82, 1.81], [3.42, -3.27, 1.43], [2.72, -4.16, -0.74], [2.20, -2.66, -2.63], [-2.05, 6.91, -3.02], [-1.51, 5.54, -2.43], [-1.17, 4.50, -2.02]]
}

Record 5
{
  "formula": "C11H26O12V",
  "method": "wB97M-V/def2-TZVPD",
  "e_tot_ha": -2280.6983,
  "total_charge": -3,
  "homo_energy_ev": 3.1,
  "relative_energy_kcal_mol": 463.93,
  "species": ["O", "V", "O", "C", "O", "O", "O", "C", "O", "O", "O", "O", "H", "H", "C", "C", "C", "O", "H", "H", "H", "H", "H", "H", "H", "H", "C", "C", "C", "O", "H", "H", "H", "H", "H", "H", "H", "H", "C", "C", "C", "O", "H", "H", "H", "H", "H", "H", "H", "H"],
  "coordinates": [[-0.62, 0.21, 0.45], [-1.17, 0.16, 1.98], [-2.76, -0.08, 1.81], [-0.68, 1.60, 3.32], [-1.44, 0.67, 3.64], [0.49, 1.67, 3.73], [-0.76, 1.81, 2.10], [-0.13, -1.53, 2.74], [0.32, -0.41, 2.38], [-0.05, -1.71, 3.96], [-1.28, -1.74, 2.38], [1.35, 1.11, 1.40], [1.85, 0.70, 0.69], [1.02, 0.38, 1.92], [-1.30, 1.86, -1.61], [-0.30, 3.03, -1.57], [-0.77, 4.07, -2.69], [-0.48, 3.56, -0.30], [-1.18, 1.43, -2.61], [-2.29, 2.31, -1.50], [-1.19, 1.09, -0.85], [0.76, 2.83, -1.69], [-0.11, 4.94, -2.69], [-1.73, 4.46, -2.34], [-0.76, 3.56, -3.65], [0.29, 3.21, 0.14], [-0.35, -3.46, -1.09], [-0.98, -2.46, -0.11], [-2.46, -2.27, -0.09], [-0.69, -3.04, 1.19], [-0.67, -4.45, -0.78], [0.71, -3.52, -0.86], [-0.40, -3.22, -2.15], [-0.47, -1.51, -0.30], [-2.91, -3.24, 0.12], [-2.82, -1.89, -1.05], [-2.69, -1.44, 0.58], [-0.96, -2.42, 1.88], [3.12, -0.38, -1.68], [2.13, -0.05, -0.54], [1.22, -1.22, -0.19], [2.89, 0.31, 0.57], [3.38, 0.60, -2.08], [2.66, -1.03, -2.42], [3.99, -0.91, -1.30], [1.41, 0.69, -0.92], [0.59, -1.54, -1.01], [0.56, -0.97, 0.64], [1.83, -2.09, 0.04], [3.83, 0.31, 0.40]]
}

Record 6
{
  "formula": "C6H14N2O2",
  "method": "wB97M-V/def2-TZVPD",
  "e_tot_ha": -497.0136,
  "total_charge": 0,
  "homo_energy_ev": -9.3,
  "smiles": "CNC(C)=O.CNC(C)=O",
  "relative_energy_kcal_mol": 27.59,
  "species": ["C", "N", "C", "C", "O", "H", "H", "H", "H", "H", "H", "H", "C", "N", "C", "C", "O", "H", "H", "H", "H", "H", "H", "H"],
  "coordinates": [[1.87, -2.16, -1.16], [0.76, -1.23, -1.12], [0.11, -1.00, -2.28], [-0.92, 0.18, -2.26], [0.13, -1.70, -3.27], [1.62, -3.06, -0.54], [2.02, -2.76, -2.05], [2.77, -1.73, -0.73], [0.67, -0.60, -0.33], [-0.83, 0.79, -1.33], [-0.87, 0.68, -3.21], [-1.90, -0.32, -2.28], [0.90, 2.23, 1.05], [-0.44, 1.67, 1.26], [-0.52, 0.41, 1.83], [-1.78, 0.01, 2.56], [0.42, -0.37, 1.79], [0.82, 3.07, 0.36], [1.19, 2.58, 2.04], [1.58, 1.47, 0.70], [-1.28, 2.13, 0.96], [-1.76, 0.37, 3.59], [-2.59, 0.42, 1.94], [-1.97, -1.07, 2.46]]
}

Record 7
{
  "formula": "C8H8N2O3S",
  "method": "wB97M-V/def2-TZVPD",
  "e_tot_ha": -1042.8927,
  "total_charge": 0,
  "homo_energy_ev": -9.9,
  "relative_energy_kcal_mol": 102.78,
  "species": ["C", "C", "C", "C", "C", "C", "C", "C", "N", "N", "O", "O", "O", "S", "H", "H", "H", "H", "H", "H", "H", "H"],
  "coordinates": [[1.27, 2.09, 0.09], [1.35, 1.24, -1.02], [0.67, 1.57, 1.27], [0.82, -0.08, -0.98], [0.04, 0.30, 1.28], [0.18, -0.51, 0.18], [-1.99, -2.19, -0.23], [-0.27, -1.97, 0.14], [-1.06, -3.23, 1.92], [-0.03, -2.83, 1.33], [1.12, -2.98, 1.67], [-3.46, -3.79, 1.21], [-3.00, -1.63, 2.22], [-2.58, -2.72, 1.38], [1.93, 2.89, 0.05], [2.03, 1.50, -1.90], [0.50, 2.06, 2.27], [0.85, -0.78, -1.89], [-0.66, 0.11, 2.10], [-2.58, -1.25, -0.36], [-2.14, -2.88, -0.91], [0.44, -2.51, -0.55]]
}

Record 8
{
  "formula": "C2H11N2O",
  "method": "wB97M-V/def2-TZVPD",
  "e_tot_ha": -267.2921,
  "total_charge": 1,
  "homo_energy_ev": -13.9,
  "relative_energy_kcal_mol": 20.44,
  "species": ["C", "N", "H", "H", "H", "H", "H", "H", "N", "C", "O", "H", "H", "H", "H", "H"],
  "coordinates": [[-1.15, 1.01, -1.73], [0.21, 1.50, -1.24], [-0.96, 0.37, -2.58], [-1.73, 1.89, -1.97], [-1.61, 0.48, -0.90], [0.21, 2.21, -0.52], [0.62, 0.62, -0.80], [0.83, 1.68, -2.01], [0.16, -2.12, 1.87], [0.22, -0.72, 1.71], [1.00, -0.25, 0.55], [-0.19, -2.60, 1.04], [1.05, -2.54, 2.10], [0.60, -0.16, 2.56], [-0.81, -0.38, 1.62], [1.55, -1.01, 0.31]]
}